Record 1
{"formula": "C2H4N2O2", "method": "wB97M-V/def2-TZVPD", "elements": ["C", "O", "N", "H", "H", "H", "H", "N", "C", "O"], "coordinates": [[0.219786, -0.434651, 0.516159], [-1.518137, 0.649837, -0.803589], [0.728053, 1.158918, -1.053695], [-1.707794, -1.144334, 0.911348], [0.730335, 1.546744, -1.994134], [1.678446, 1.005024, -0.745514], [-0.481460, -1.611732, 1.923193], [-0.741530, -1.159150, 1.149340], [-0.346105, 0.532797, -0.529790], [1.438406, -0.543454, 0.626681]], "forces_ev_per_a": [[-0.198, -0.699, -0.051], [0.097, -0.073, -0.126], [0.296, 1.266, -2.000], [-0.345, 0.539, -0.351], [-0.742, 0.160, 0.507], [-0.550, -0.616, 0.515], [1.146, -2.369, 3.370], [0.357, 2.088, -2.798], [1.269, -0.064, 0.090], [-1.330, -0.231, 0.844]], "gap_ev": 10.6, "energy_ha": -338.6352, "multiplicity": 1, "smiles": "NC(=O)C(N)=O"}

Record 2
{"formula": "C2H4N2O2", "method": "wB97M-V/def2-TZVPD", "elements": ["H", "H", "H", "C", "N", "O", "N", "H", "O", "C"], "coordinates": [[2.034985, 0.609623, 0.010619], [-2.446872, -1.809136, 0.029466], [0.012800, 2.019331, -0.093742], [-0.001945, 0.949092, -0.045646], [-2.737299, 0.153614, -0.018675], [-1.896116, -1.021279, -0.118928], [-2.176111, 1.215960, -0.056409], [1.029294, -0.939518, 0.063433], [-3.914015, -0.087720, 0.098550], [1.067224, 0.135381, 0.008841]], "forces_ev_per_a": [[0.123, 0.293, -0.015], [-0.472, 0.524, -0.001], [-0.010, 0.173, -0.012], [-0.345, 0.493, -0.044], [0.309, -2.235, 0.156], [0.498, 0.078, -0.018], [4.302, 0.647, -0.031], [-0.105, -0.115, -0.022], [-1.313, -0.251, 0.016], [-2.987, 0.394, -0.028]], "gap_ev": [9.2, 9.2], "energy_ha": -338.3189, "multiplicity": 1}

Record 3
{"formula": "C2H4N2O2", "method": "wB97M-V/def2-TZVPD", "elements": ["H", "C", "O", "H", "O", "C", "N", "H", "H", "N"], "coordinates": [[1.212716, 1.288701, 0.502841], [0.180996, 1.633751, 0.477316], [-0.298636, -0.992900, -3.087002], [-0.671139, -1.693353, 0.336930], [-0.240055, 1.160575, -2.796138], [-0.450081, -0.183577, -0.965644], [-0.337852, 0.019222, -2.390304], [-0.685495, -2.122012, -1.376446], [0.008261, 2.414800, -0.263374], [-0.619145, -1.417753, -0.631250]], "forces_ev_per_a": [[0.389, -0.074, -0.577], [-1.439, -1.169, 0.421], [-0.004, 0.307, -0.267], [0.004, 0.234, 0.116], [-0.214, -0.881, 0.432], [0.988, 1.511, 3.459], [0.060, -0.273, -2.031], [-0.010, 0.045, 0.255], [0.348, -0.163, -0.516], [-0.123, 0.462, -1.289]], "gap_ev": 6.1, "energy_ha": -338.2789, "multiplicity": 1}

Record 4
{"formula": "C2H4N2O2", "method": "wB97M-V/def2-TZVPD", "elements": ["C", "H", "N", "H", "H", "H", "O", "O", "N", "C"], "coordinates": [[1.450875, -0.653052, 0.053928], [-0.906582, 1.959315, 0.173658], [0.026746, 1.482785, 0.113684], [-0.925039, -1.818880, -0.218406], [0.420844, 1.724844, -0.842802], [1.084314, -1.647990, -0.024560], [-2.300732, -0.345417, 0.305334], [2.427650, -0.112612, 0.356275], [-0.082010, 0.067126, 0.059666], [-1.196063, -0.656122, 0.023221]], "forces_ev_per_a": [[-5.235, 1.134, 1.093], [0.937, -1.085, 0.016], [-0.400, 0.717, -1.519], [-0.401, 2.136, 0.418], [-0.728, 0.003, 1.596], [0.778, -1.426, -0.501], [-2.168, 1.130, 0.044], [0.765, 0.608, -0.429], [4.479, 0.602, -0.492], [1.974, -3.819, -0.226]], "gap_ev": 9.7, "energy_ha": -338.5199, "multiplicity": 1, "smiles": "NN(C=O)C=O"}

For the records above, the corresponding molecular weight values read 88.066 88.066 88.066 88.066 g mol⁻¹.